Record 1
30
Properties=species:S:1:pos:R:3:forces:R:3:nbo_charge:R:1 method="wB97M-V/def2-TZVPD" spin_multiplicity=1 homo_lumo_gap_ev=10.14 charge=0 lumo_energy_ev=-0.19 relative_energy_kcal_mol=63.4 smiles=O.O.O.O.O.O.O.O.O.O
O -19.2150 -18.6100 4.1020 0.18 -0.90 0.93 -0.967
H -19.4190 -19.4380 4.5660 0.55 0.25 0.16 0.458
H -19.9710 -18.5990 3.5090 0.20 0.45 -0.38 0.475
O -21.0300 -18.3050 2.3270 0.52 -1.43 -1.22 -0.931
H -21.6710 -17.9140 2.8660 -1.90 0.69 2.41 0.502
H -20.9200 -17.6090 1.7220 0.95 1.29 -1.68 0.475
O -25.5660 -19.3110 2.8600 0.13 0.34 1.00 -0.975
H -24.6300 -19.3690 2.6350 0.64 0.05 -0.35 0.502
H -26.0020 -19.5250 2.0550 -0.75 -0.29 -0.88 0.470
O -21.9350 -22.0100 4.7790 -0.19 0.04 0.42 -0.977
H -22.0840 -22.4760 5.6210 0.04 0.33 -0.59 0.460
H -22.7030 -21.4050 4.6770 0.42 -0.60 0.14 0.495
O -22.4760 -18.9020 -1.0770 1.12 -0.33 0.78 -0.936
H -22.9580 -18.2640 -1.5610 -0.86 1.02 -0.91 0.484
H -21.7640 -18.4130 -0.6500 0.00 -0.23 -0.01 0.488
O -23.7070 -21.1330 -0.6520 -1.24 -1.10 0.60 -0.981
H -24.5930 -20.9230 -0.3280 0.23 -0.12 -0.20 0.474
H -23.2280 -20.3100 -0.6910 0.42 1.01 -0.29 0.499
O -23.0140 -20.0220 2.0380 -2.60 -1.37 -0.01 -1.005
H -23.1600 -20.6970 1.3460 0.41 0.38 0.43 0.496
H -22.1700 -19.6440 1.9470 1.99 0.68 -0.40 0.498
O -21.4180 -22.4770 -1.0130 1.35 -0.98 -0.27 -0.962
H -22.2610 -22.1990 -0.6870 -1.04 0.10 0.23 0.483
H -21.3620 -23.4340 -0.8500 -0.05 0.63 -0.06 0.465
O -22.3000 -18.1400 4.7810 1.19 2.28 1.15 -0.987
H -21.9060 -18.1500 5.6870 -0.49 -0.27 -1.37 0.492
H -22.6690 -18.9700 4.5780 -0.89 -1.99 0.15 0.493
O -24.1210 -20.3890 4.8900 0.58 -0.21 0.19 -0.979
H -24.4350 -20.1190 5.7430 -0.17 0.17 0.75 0.481
H -24.8310 -20.1720 4.2910 -0.73 0.10 -0.71 0.509

Record 2
40
Properties=species:S:1:pos:R:3:forces:R:3:nbo_charge:R:1 method="wB97M-V/def2-TZVPD" spin_multiplicity=1 homo_lumo_gap_ev="5.85 / 5.85" charge=+3 lumo_energy_ev="-11.93 / -11.93" relative_energy_kcal_mol=5.1
W 0.6251 -0.2842 -0.0073 -0.28 0.73 -0.93 0.586
C 1.8166 1.7661 -2.6812 0.04 -0.09 0.00 -0.555
C 0.4354 1.3725 -3.1397 -0.02 -0.05 0.05 -0.506
S -0.0132 -0.2005 -2.3073 -0.27 -0.15 -0.16 0.470
C -1.8453 -0.1808 -2.4557 0.04 -0.13 0.06 -0.501
C -2.4120 -1.2220 -1.5119 0.10 0.01 -0.05 -0.552
S -1.6035 -1.1967 0.1215 -0.23 -0.03 0.14 0.502
C -2.5540 -0.1085 1.2324 0.00 -0.07 0.00 -0.556
C -2.1716 1.3445 1.1228 0.03 0.03 -0.05 -0.520
S -0.3440 1.4663 1.2195 -0.10 0.49 0.34 0.460
C -0.0549 3.0372 0.3096 0.08 -0.05 -0.03 -0.510
C 1.4031 3.1320 -0.0834 -0.05 -0.05 0.03 -0.550
S 2.0393 1.6208 -0.8878 0.10 -0.06 0.06 0.466
H 2.0839 2.7746 -2.9988 -0.03 0.03 0.04 0.300
H 2.5754 1.0900 -3.0805 0.01 0.02 -0.02 0.283
H 0.4114 1.1873 -4.2145 -0.02 -0.03 0.00 0.297
H -0.3280 2.1075 -2.8868 0.00 0.01 0.00 0.242
H -2.0946 -0.4076 -3.4932 0.02 -0.02 0.00 0.297
H -2.1796 0.8291 -2.2211 0.01 0.02 0.00 0.237
H -2.2412 -2.2338 -1.8816 0.02 0.00 0.02 0.283
H -3.4863 -1.0964 -1.3730 0.00 0.02 0.02 0.295
H -2.3202 -0.5022 2.2238 -0.04 -0.03 0.00 0.274
H -3.6193 -0.2701 1.0629 0.00 0.02 -0.05 0.297
H -2.5788 1.9221 1.9532 0.02 0.01 0.01 0.295
H -2.4941 1.7949 0.1842 0.00 0.02 0.00 0.238
H -0.3438 3.8501 0.9764 0.03 0.00 0.02 0.295
H -0.7143 3.0381 -0.5578 -0.03 0.02 0.01 0.231
H 2.0444 3.2546 0.7909 0.01 0.02 -0.01 0.279
H 1.5853 3.9809 -0.7433 -0.01 -0.01 -0.03 0.296
Cl -0.0599 -3.9683 -0.2085 -0.08 0.07 0.02 0.142
C 0.7339 -3.2527 1.1216 0.08 -0.11 0.08 -0.017
C 1.1554 -1.9058 1.0498 0.43 -0.70 -0.06 -0.385
C 2.0854 -1.4918 2.0077 0.06 0.06 0.03 -0.018
Cl 2.8546 -0.0086 1.4891 0.08 0.04 0.49 0.203
C 2.4540 -2.1899 3.1192 0.05 0.01 0.09 -0.111
Cl 3.5841 -1.5812 4.2238 0.04 0.03 0.02 0.178
C 1.8639 -3.4700 3.2620 0.03 -0.18 0.23 0.022
Cl 2.2288 -4.3924 4.6197 -0.01 0.12 -0.13 0.248
C 1.0348 -4.0096 2.2521 -0.14 -0.04 -0.26 -0.111
Cl 0.4438 -5.5956 2.3914 0.04 0.02 0.03 0.178

Record 3
111
Properties=species:S:1:pos:R:3:forces:R:3:mulliken_charge:R:1 method="wB97M-V/def2-TZVPD" spin_multiplicity=1 homo_lumo_gap_ev=4.56 charge=+1 lumo_energy_ev=-5.08 relative_energy_kcal_mol=3.9
C 0.1605 -0.6872 1.6978 0.45 -1.33 -4.61 -0.343
C 0.2598 0.8067 1.1168 1.13 -0.59 0.71 1.362
C 1.7107 1.4903 1.2093 -3.39 1.96 1.93 -0.593
C 2.6226 0.8997 0.2573 0.89 1.97 -0.60 -0.234
C 2.1262 1.1456 -1.1162 -1.94 -0.45 2.19 -2.009
C 0.8660 0.3809 -1.4722 1.46 -0.82 -0.39 1.564
N -0.0728 0.6081 -0.2914 -6.81 -1.12 -3.59 1.703
O -1.3263 0.5499 -0.6665 6.09 0.52 2.50 -0.418
C 1.3228 -1.1522 -1.7184 -4.32 -1.07 2.38 -0.780
C 0.2465 0.9460 -2.7574 -0.36 1.71 3.50 -2.571
C -0.7930 1.5624 1.8456 2.24 0.69 2.50 -1.858
H 0.6474 -0.6679 2.6010 2.06 -0.25 1.87 -0.197
H 0.5678 -1.3828 0.8162 -0.26 1.01 2.64 -0.236
H -0.7948 -1.1513 1.9394 -0.59 0.96 -0.55 0.301
H 1.9872 1.4370 2.2279 0.49 -1.05 1.32 0.734
H 1.5252 2.6567 1.2932 0.51 -2.07 -1.51 -0.289
H 2.7042 -0.0983 0.3204 -0.54 -4.12 0.95 -0.102
H 3.6741 1.0502 0.4351 0.48 1.43 -0.21 0.500
H 2.8440 0.8558 -1.7159 3.45 -1.53 -3.63 0.985
H 1.9898 2.1420 -1.2621 -0.54 3.07 -0.45 0.428
H 1.7760 -1.5676 -0.7690 0.55 0.34 -1.84 -0.495
H 1.5986 -1.3466 -2.7379 1.59 0.57 -0.15 0.825
H 0.3967 -1.8762 -1.8217 0.97 1.62 0.72 -0.164
H -0.5997 0.4209 -2.9838 -1.95 -1.66 -1.12 0.619
H 0.9676 0.9780 -3.4892 1.58 -0.11 -1.75 0.807
H -0.1395 1.9623 -2.5559 0.38 -0.17 -0.19 0.136
H -0.5274 1.4821 2.9940 -0.56 0.21 -2.31 0.166
H -1.6714 1.0630 1.6580 -2.46 -0.54 -0.10 0.591
H -0.7569 2.5907 1.5486 -0.46 0.66 -0.05 0.485
N 0.4687 -0.3658 6.0409 -3.31 7.51 1.44 -0.019
C 0.3565 -1.6027 6.2855 5.58 -6.59 -3.57 -0.621
C 1.5169 -2.3897 5.5563 -1.89 6.10 -0.05 -0.528
C 2.1742 -1.1314 4.8859 0.45 -1.33 1.02 -0.018
C 1.5535 0.0912 5.3750 1.39 -4.15 -2.27 -0.801
H -0.3462 0.3796 6.2707 2.68 -2.57 -0.21 0.335
H -0.2482 -2.0615 6.9486 -2.42 -0.93 1.78 0.559
H 1.7267 -3.5045 5.4630 -0.40 2.02 0.22 0.352
H 3.0930 -1.1477 4.1655 -1.80 0.01 1.66 0.140
H 1.8120 1.1256 5.2413 -0.28 0.02 -0.14 0.632
N -2.6314 1.6490 -4.2093 1.50 -0.22 -1.82 0.067
C -1.8386 2.1785 -5.2520 0.22 5.71 4.05 -0.505
C -1.5324 3.6119 -4.7868 -2.74 -4.35 3.13 -0.626
C -2.1609 3.7469 -3.3796 -0.74 -1.84 -2.46 -0.406
C -2.8509 2.4267 -3.1225 4.30 5.23 -4.34 -0.775
H -2.9235 0.6900 -4.2894 -0.23 -0.19 0.37 0.412
H -1.2659 1.7102 -6.0276 -0.60 -0.74 -0.16 0.404
H -0.9514 4.3859 -5.2466 0.11 -0.04 -0.38 0.455
H -2.2639 4.7674 -2.8170 0.23 -2.51 -0.97 0.328
H -3.4448 2.1315 -2.3767 -2.12 -1.06 2.70 0.718
N 4.7056 -2.9917 0.1073 0.99 2.24 0.32 -0.009
C 4.2412 -3.0054 1.4475 -2.96 -3.69 -1.34 -0.583
C 3.0210 -3.9731 1.4366 4.59 4.48 -5.17 -0.487
C 2.7724 -4.1534 -0.0342 0.91 0.78 0.18 0.072
C 3.9277 -3.5175 -0.8524 -5.66 -3.59 12.14 -1.152
H 5.4387 -2.3953 -0.2992 -0.11 -0.29 1.29 0.278
H 4.6754 -2.5314 2.3606 0.12 -0.54 -1.48 0.415
H 2.5228 -4.1317 2.3414 -1.07 -0.57 0.78 0.548
H 1.7688 -4.5683 -0.4749 2.40 0.58 0.75 0.182
H 3.8812 -3.4785 -1.7895 0.73 0.69 -7.51 0.789
N -3.6716 -1.2880 -5.6187 -2.72 -1.96 11.55 0.226
C -2.5890 -1.5724 -4.9059 5.08 -1.58 0.35 -0.988
C -2.8756 -2.0258 -3.5869 -2.12 0.74 -0.76 0.730
C -4.3483 -1.8899 -3.5251 0.45 -0.09 -0.53 -0.375
C -4.8016 -1.3665 -4.7929 2.77 -2.14 2.78 -0.764
H -3.5984 -1.0999 -6.4556 0.26 2.60 -10.52 -0.092
H -1.5375 -1.5343 -5.5417 -2.80 -0.11 2.12 0.201
H -2.3087 -2.4293 -2.6945 -0.21 0.79 -1.74 0.351
H -4.9534 -2.2958 -2.6032 0.99 1.27 -2.28 0.167
H -5.7853 -1.4402 -5.1005 -1.60 0.47 -1.01 0.477
C -1.3048 -5.6210 -3.9855 -0.26 0.58 1.46 -0.596
N -0.7525 -5.2856 -2.6002 1.17 1.14 0.92 0.651
O -0.6628 -6.2274 -1.8130 -0.14 1.86 -0.88 -0.483
O -0.2967 -4.1068 -2.3994 -1.44 -3.31 -0.42 -0.331
H -1.8814 -6.5772 -3.8177 0.26 1.47 -0.55 0.320
H -0.3621 -5.8549 -4.4574 0.00 -0.01 -0.79 0.316
H -1.7820 -4.6581 -4.3627 0.39 -1.69 0.30 0.118
C 4.5993 4.9351 4.2665 -1.87 0.40 -0.79 -0.774
N 3.9119 4.2673 3.0905 -2.10 0.74 -0.55 0.755
O 4.5834 3.9534 2.1086 -1.55 0.02 1.66 -0.474
O 2.6323 4.2511 3.1961 3.54 -0.66 -0.84 -0.393
H 4.8863 4.1526 4.9485 -0.20 -0.13 0.47 0.280
H 3.7630 5.6418 4.6123 1.87 -1.00 -0.05 0.305
H 5.4858 5.3627 3.8357 0.22 0.56 0.11 0.324
C -0.7214 5.8598 2.2215 0.40 1.94 -1.07 -0.327
N -1.9482 5.4555 3.0283 -0.53 2.79 -0.02 0.886
O -2.6846 6.4348 3.3352 1.27 -3.01 -0.38 -0.534
O -2.1085 4.2690 3.2720 -0.12 1.45 -0.10 -0.506
H -0.2903 6.9685 2.4199 -1.22 -2.90 0.41 0.309
H -1.0223 5.9746 1.1353 -0.01 -0.66 1.29 0.111
H -0.0226 5.0356 2.3474 0.25 0.36 -0.09 0.051
C -4.7929 -2.6483 0.9978 -2.46 8.83 6.44 -1.180
N -3.5215 -1.8866 1.1560 -2.02 -0.58 -1.62 0.925
O -2.5015 -2.4891 0.8860 0.46 0.45 0.49 -0.379
O -3.7030 -0.7123 1.3237 1.54 1.06 0.60 -0.510
H -4.8572 -2.9208 0.1244 -0.46 -2.96 -9.12 0.456
H -5.7570 -1.8457 1.2309 3.04 -2.49 -0.55 0.298
H -4.7771 -3.3729 1.6396 -0.09 -4.38 3.71 0.420
C 1.1696 5.5163 -2.4263 -2.86 -2.48 1.13 -0.631
N 0.9496 4.7353 -1.0482 4.59 0.59 0.74 0.817
O -0.1587 4.3758 -0.7561 0.44 0.19 -0.08 -0.478
O 2.0353 4.4576 -0.4024 -3.63 0.76 -1.77 -0.496
H 1.0263 4.5633 -3.0332 -0.62 1.94 -0.18 0.194
H 2.0956 5.9126 -2.6613 2.34 0.28 0.65 0.312
H 0.4774 6.3830 -2.3942 -0.28 -1.24 -0.53 0.266
C -0.4613 -5.0942 1.5624 -0.93 2.23 -3.85 -0.201
N -1.3477 -4.5860 2.5703 2.09 -1.65 4.47 0.935
O -2.1285 -5.4115 2.9423 -3.05 -1.14 -0.45 -0.604
O -0.9705 -3.7353 3.3745 0.11 1.48 -1.64 -0.458
H 0.0369 -4.2261 1.1721 0.72 0.14 -0.24 -0.359
H -1.0652 -5.5040 0.7430 0.07 0.08 0.33 0.242
H 0.1898 -5.8433 1.8703 0.96 -1.05 1.31 0.415

Record 4
84
Properties=species:S:1:pos:R:3:forces:R:3:mulliken_charge:R:1 method="wB97M-V/def2-TZVPD" spin_multiplicity=1 homo_lumo_gap_ev=4.54 charge=-1 lumo_energy_ev=2.35
Zn 0.0111 -0.4695 -0.1454 0.20 0.41 0.00 -2.085
C 5.8043 -1.0281 -0.1954 -0.03 -0.06 -0.03 -1.388
As 3.9148 -1.6426 -0.4634 0.32 0.12 0.04 0.352
C 3.3191 0.0958 -1.1755 -0.04 -0.09 -0.10 -0.525
C 3.4640 -1.4482 1.4426 -0.10 -0.02 -0.06 -0.480
H 5.8544 -0.0857 0.3545 -0.03 0.01 0.01 0.377
H 6.2788 -0.8955 -1.1698 0.02 0.00 0.01 0.395
H 6.3559 -1.7922 0.3562 0.02 0.01 -0.01 0.400
H 4.1747 0.7515 -1.3430 0.00 0.01 -0.02 0.464
H 2.6430 0.5732 -0.4735 -0.02 0.02 0.04 -0.517
H 2.7888 -0.0670 -2.1139 -0.02 0.01 0.01 0.396
H 4.3481 -1.6682 2.0431 0.00 -0.04 0.01 0.479
H 2.6565 -2.1396 1.6721 -0.01 0.02 0.02 0.172
H 3.1336 -0.4296 1.6483 0.02 0.00 0.00 -0.171
C -1.3523 3.4921 -4.0473 -0.02 0.02 -0.02 -0.510
C -0.0979 2.9214 -3.8740 0.01 0.00 0.00 -0.669
C 0.3135 2.5176 -2.6126 0.01 -0.02 0.00 -0.126
C -0.5005 2.6765 -1.4840 0.00 0.00 0.04 0.365
C -1.7595 3.2466 -1.6880 -0.01 0.05 0.01 -0.441
C -2.1839 3.6505 -2.9489 0.01 -0.01 0.01 -0.657
Si 0.0731 1.9405 0.1852 -0.14 -0.01 -0.02 1.412
C -1.0951 2.7255 1.4737 -0.07 0.05 0.00 0.186
C -1.7181 1.9687 2.4638 0.03 -0.04 0.03 -0.312
C -2.5781 2.5399 3.3955 0.01 0.00 0.00 -0.536
C -2.8338 3.9011 3.3546 -0.02 0.02 0.01 -0.411
C -2.2095 4.6855 2.3919 0.00 0.00 0.02 -0.739
C -1.3515 4.1016 1.4728 0.05 0.00 0.00 -0.092
C 1.7154 2.8117 0.5917 0.04 -0.07 0.02 0.146
C 2.3123 3.8074 -0.1788 0.02 0.08 -0.01 -0.098
C 3.5289 4.3751 0.1855 -0.02 -0.02 -0.01 -0.718
C 4.1763 3.9559 1.3370 0.03 0.01 0.01 -0.450
C 3.5976 2.9686 2.1251 0.00 0.01 0.00 -0.572
C 2.3872 2.4078 1.7506 0.01 0.01 -0.01 -0.404
H -1.6783 3.8085 -5.0310 0.00 -0.01 0.00 0.367
H 0.5570 2.7800 -4.7255 0.00 0.00 0.00 0.410
H 1.2896 2.0548 -2.5052 0.01 -0.02 0.01 0.314
H -2.4322 3.3744 -0.8473 0.00 -0.01 0.01 0.397
H -3.1680 4.0887 -3.0707 0.00 0.00 0.00 0.422
H -1.5170 0.9048 2.5140 -0.01 -0.03 -0.02 0.235
H -3.0474 1.9216 4.1518 0.00 -0.01 0.00 0.398
H -3.5107 4.3522 4.0704 0.01 0.00 0.01 0.366
H -2.3894 5.7538 2.3630 0.00 0.00 0.00 0.389
H -0.8637 4.7311 0.7352 -0.01 0.00 -0.02 0.385
H 1.8248 4.1537 -1.0831 -0.01 -0.02 -0.01 0.394
H 3.9725 5.1440 -0.4362 0.00 0.00 0.00 0.400
H 5.1280 4.3906 1.6175 0.00 0.00 0.00 0.367
H 4.0960 2.6276 3.0246 0.01 0.00 0.00 0.379
H 1.9586 1.6242 2.3689 -0.02 0.00 0.00 0.359
C -0.2000 -4.0545 -2.0622 0.03 0.02 -0.04 -2.218
C -0.0479 -3.4378 -0.6580 0.29 -0.14 0.08 3.351
C -1.4631 -3.2886 -0.0946 -0.06 0.05 -0.06 -2.108
C 0.7329 -2.1075 -0.7357 -0.71 -0.18 -0.11 -1.053
C 0.7211 -4.4851 0.1784 -0.02 -0.03 -0.07 -0.384
C 0.1289 -5.3392 1.1069 -0.02 0.07 0.08 -0.204
C 0.8726 -6.2875 1.8071 0.00 0.01 -0.01 -0.770
C 2.2319 -6.4164 1.5842 0.00 0.00 0.01 -0.343
C 2.8371 -5.5826 0.6480 0.03 0.00 0.00 -0.978
C 2.0923 -4.6396 -0.0362 -0.04 -0.04 -0.07 -0.254
H -0.7933 -3.3789 -2.6838 0.00 0.00 -0.01 0.425
H -0.6881 -5.0357 -2.0310 -0.01 0.00 0.01 0.394
H 0.7785 -4.1757 -2.5309 0.01 0.01 0.00 0.452
H -2.0064 -2.5872 -0.7250 -0.02 0.01 0.01 0.386
H -1.4412 -2.8951 0.9272 0.01 0.04 -0.01 0.415
H -2.0248 -4.2298 -0.0824 0.02 -0.04 0.01 0.432
H 1.0399 -1.9101 -1.7764 0.36 -0.13 0.12 0.657
H -0.9298 -5.2649 1.3157 0.00 -0.02 0.00 0.282
H 0.3765 -6.9277 2.5283 0.00 0.01 0.02 0.358
H 2.8134 -7.1502 2.1296 0.00 0.00 0.00 0.370
H 3.9020 -5.6600 0.4582 0.00 -0.01 -0.01 0.362
H 2.5667 -3.9781 -0.7468 0.03 0.03 0.00 0.724
C -6.7661 -0.2902 -0.7123 0.02 0.02 -0.01 -1.497
C -5.2781 -0.2574 -0.4974 -0.11 -0.02 0.00 1.141
C -4.7126 -0.6212 0.7179 0.11 0.02 0.00 -1.053
C -3.3357 -0.5573 0.8689 -0.21 0.05 -0.14 -0.484
N -2.5186 -0.1628 -0.1012 0.04 -0.06 0.19 0.628
C -3.0521 0.1777 -1.2703 -0.11 -0.02 0.03 -0.645
C -4.4171 0.1491 -1.5092 0.12 0.01 0.01 -1.021
H -7.2710 -0.8359 0.0838 0.01 0.00 0.01 0.361
H -7.0129 -0.7627 -1.6636 0.00 0.00 0.00 0.369
H -7.1701 0.7240 -0.7344 0.00 0.00 0.00 0.297
H -5.3306 -0.9558 1.5417 -0.02 -0.01 -0.01 0.322
H -2.8755 -0.8507 1.8052 0.03 0.01 0.00 0.466
H -2.3553 0.4777 -2.0447 0.03 -0.01 -0.01 0.595
H -4.7942 0.4394 -2.4822 -0.03 0.00 0.00 0.405

Q: Look up the charge of the first one.
A: 0